(1)
C2H5NO3 | ωB97M-V with the def2-TZVPD basis set

XYZ file:
```
11
Properties=species:S:1:pos:R:3:mulliken_charge:R:1
O -1.978 -0.267 -0.900 -0.55
C -1.569 -1.027 -0.048 -0.36
N -0.831 -0.778 1.114 0.12
C 0.141 0.216 1.211 -0.85
O 0.359 1.054 0.393 -0.13
H -1.830 -2.245 -0.217 0.22
H -1.207 -1.133 1.963 0.35
H 0.733 -0.184 2.026 0.22
H 2.787 1.124 -2.038 0.31
H 1.255 1.398 -1.707 0.33
O 2.139 1.843 -1.797 -0.68
```

Values from the calculation:
Expectation value of S²   0.762
HOMO energy (alpha / beta)   0.455 / -4.352 eV
Frontier orbital gap (alpha / beta)   3.611 / 8.290 eV
Total charge   -1
2S+1   2

(2)
C2H5NO3 | ωB97M-V with the def2-TZVPD basis set

XYZ file:
```
11
Properties=species:S:1:pos:R:3:mulliken_charge:R:1
C 0.125 -0.999 -0.683 -1.21
C -0.521 -0.133 0.446 0.29
N -0.322 1.325 0.197 -0.33
O 0.956 1.613 0.836 -0.39
O -0.250 1.637 -1.377 -0.88
O -0.095 -0.461 1.671 -0.98
H 1.186 -1.157 -0.456 0.22
H 0.030 -0.397 -1.592 0.38
H -0.370 -1.974 -0.792 0.32
H -1.648 -0.253 0.315 0.24
H 0.909 0.799 1.435 0.34
```

Values from the calculation:
SMILES   C[C@@H]([O-])N([O-])O
HOMO energy   2.462 eV
Frontier orbital gap   5.262 eV
Total charge   -2

(3)
C2H5NO3 | ωB97M-V with the def2-TZVPD basis set

XYZ file:
```
11
Properties=species:S:1:pos:R:3:mulliken_charge:R:1
C -1.044 -0.721 -0.830 -0.14
C 0.730 -0.190 0.586 0.78
N 1.294 1.047 0.570 -0.48
O 0.189 -0.365 -1.151 -0.56
O -1.210 -0.022 0.587 -0.53
O 1.026 -1.168 1.173 -0.48
H -1.402 0.918 0.459 0.34
H 2.249 1.053 0.897 0.27
H 1.151 1.554 -0.292 0.27
H -1.147 -1.767 -0.508 0.23
H -1.837 -0.339 -1.491 0.30
```

Values from the calculation:
HOMO energy   -9.975 eV
Frontier orbital gap   10.666 eV

(4)
C2H5NO3 | ωB97M-V with the def2-TZVPD basis set

XYZ file:
```
11
Properties=species:S:1:pos:R:3:mulliken_charge:R:1
C -0.587 -1.116 -0.058 -0.88
C -0.498 0.352 -0.045 0.79
O 1.477 0.827 -0.618 -0.27
O 2.261 -0.172 0.062 -0.33
O -1.894 1.006 0.471 -0.57
N 0.132 1.391 0.117 -0.27
H 3.058 0.328 0.285 0.31
H -2.073 1.818 -0.024 0.33
H -1.075 -1.451 0.856 0.29
H -1.200 -1.419 -0.906 0.26
H 0.399 -1.565 -0.140 0.34
```

Values from the calculation:
SMILES   C/C(O)=N\OO
HOMO energy   -10.056 eV
Frontier orbital gap   10.766 eV

(5)
C2H5NO3 | ωB97M-V with the def2-TZVPD basis set

XYZ file:
```
11
Properties=species:S:1:pos:R:3:mulliken_charge:R:1
O 0.084 1.731 2.467 -0.25
C -0.305 0.640 2.634 0.18
N -0.972 -0.230 1.660 -0.16
C -1.410 -0.094 0.377 0.24
O -1.449 0.791 -0.391 -0.04
H -0.460 0.142 3.590 0.33
H -1.510 -1.008 2.180 0.32
H -1.785 -1.081 -0.032 0.38
H 2.203 0.348 -4.399 0.29
H 2.697 -1.090 -3.926 0.32
O 2.905 -0.147 -4.162 -0.62
```

Values from the calculation:
Expectation value of S²   0.758
HOMO energy (alpha / beta)   -13.723 / -13.723 eV
Frontier orbital gap (alpha / beta)   7.810 / 3.179 eV
Total charge   +1
2S+1   2

(6)
C2H5NO3S | ωB97M-V with the def2-TZVPD basis set

XYZ file:
```
12
Properties=species:S:1:pos:R:3:mulliken_charge:R:1
C 2.580 0.376 -1.795 -0.21
C -0.732 0.521 0.548 -0.80
N 2.841 -0.654 -1.424 0.22
O 3.689 1.709 -4.018 -0.40
O 4.482 2.491 -1.831 -0.43
O 3.069 -1.933 -1.075 -0.28
S 3.409 2.441 -2.825 0.71
H -0.711 0.756 1.682 0.24
H -0.342 1.525 0.167 0.20
H 0.020 -0.257 0.433 0.14
H -1.750 0.270 0.234 0.22
H 3.427 -1.902 -0.201 0.38
```

Values from the calculation:
HOMO energy   -10.678 eV
Frontier orbital gap   10.578 eV

(7)
C2H5NO4 | ωB97M-V with the def2-TZVPD basis set

XYZ file:
```
12
Properties=species:S:1:pos:R:3:mulliken_charge:R:1
C 0.756 -0.019 -0.021 -1.20
C -0.786 -0.231 -0.158 0.69
N -0.982 -1.750 0.039 0.95
O -0.244 -2.287 0.803 -0.54
O -1.849 -2.296 -0.638 -0.57
O -1.222 0.247 -1.396 -0.51
O -1.570 0.488 0.795 -0.54
H 1.251 -0.818 -0.677 0.33
H 0.869 1.000 -0.370 0.36
H 1.240 -0.158 0.906 0.34
H -2.192 0.337 -1.420 0.34
H -1.309 1.391 0.567 0.35
```

Values from the calculation:
SMILES   CC(O)(O)[N+](=O)[O-]
HOMO energy   -11.247 eV
Frontier orbital gap   11.399 eV

(8)
C2H5NO4 | ωB97M-V with the def2-TZVPD basis set

XYZ file:
```
12
Properties=species:S:1:pos:R:3:mulliken_charge:R:1
N 0.398 1.930 -0.523 -0.56
C -0.662 1.404 0.208 0.72
O -1.491 0.629 -0.532 -0.46
O -0.874 1.618 1.365 -0.55
H 0.937 1.241 -1.029 0.27
H 0.992 2.486 0.073 0.25
H -1.202 0.658 -1.453 0.33
O 1.297 -2.152 -0.868 -0.46
C 0.526 -2.190 0.041 0.20
O 0.534 -1.272 1.009 -0.40
H -0.227 -2.988 0.112 0.32
H -0.227 -1.365 1.599 0.34
```

Values from the calculation:
SMILES   NC(=O)O.O=CO
HOMO energy   -10.608 eV
Frontier orbital gap   11.141 eV

For the records above, the corresponding ΔE to the lowest compared entry with this formula, charge and spin values read 26.15, 29.89, 56.10, 163.84, 39.88, 121.14, 113.44, 21.78 kcal per mole.